Below is a structure of composition C23H40Cl3ErN4O3Si, with properties calculated with ωB97M-V/def2-TZVPD.

Its energy above the lowest of the compared OMol25 structures with the same formula, charge and spin is 136.1 kcal per mole. The calculation puts the highest occupied orbital energy (alpha / beta) at -7.391 / -7.391 eV. The value obtained for the energy is -109672.7921 eV. The value obtained for the frontier orbital gap (alpha / beta) is 7.5 / 7.5 eV. The spin multiplicity is 4. The total charge is 0. Its LUMO energy (alpha / beta) is 0.08 / 0.09 eV.

Atoms and positions in Å:
C -2.32399 -1.97941 -4.15641
C -1.70612 -2.26869 -2.82308
H -2.71726 -2.83885 -4.69433
H -1.51749 -1.53504 -4.71867
H -3.06885 -1.24558 -4.02260
C -0.76461 -3.24534 -2.75606
C -0.47623 -4.08134 -3.96636
H -0.03199 -3.38721 -1.86341
H 0.13321 -3.51738 -4.68105
H -1.35029 -4.50040 -4.47935
H 0.14469 -4.92607 -3.70397
Er 1.01341 1.63844 1.83960
Cl -1.69958 1.56244 1.60233
Cl 2.22111 3.22623 0.03936
H 1.32577 6.09491 4.74958
H -1.27414 6.65481 4.27284
C 1.34582 5.75473 3.70917
C -1.09574 6.28931 3.24962
N 0.01727 5.32015 3.26712
H 2.00441 4.88056 3.65713
C -0.14684 4.04991 2.95501
O 0.76564 3.18598 3.14101
H -1.99926 5.77716 2.86957
H -1.06789 3.75505 2.45388
H 1.72179 6.56430 3.07314
H -0.82259 7.13602 2.59421
H 2.50874 -0.45331 -1.97516
H 2.55294 -3.10321 -1.63661
C 3.33732 -0.46937 -1.23057
C 3.33937 -2.95022 -0.87561
N 3.11057 -1.61080 -0.30418
H 3.34178 0.49099 -0.68667
C 2.79503 -1.38825 0.98831
O 2.56723 -0.25553 1.43482
H 3.24462 -3.65583 -0.04568
H 2.82796 -2.33186 1.64092
H 4.31490 -0.64835 -1.72416
H 4.34302 -2.93848 -1.31424
O -1.03563 -0.43952 -2.35745
C -1.91929 -1.27940 -1.65880
C -0.11758 -2.27974 -0.20899
C -1.44003 -1.80642 -0.32959
H 0.65495 -2.01790 -0.91974
C 0.17091 -3.07436 0.93255
H -2.91280 -0.76924 -1.66504
C -2.36719 -1.94364 0.68745
H 1.19437 -3.37582 1.17271
C -0.81530 -3.44425 1.81779
C -2.02389 -2.75943 1.77774
H -3.33525 -1.40478 0.66621
H -0.69892 -4.22086 2.57290
H -2.74505 -2.88739 2.56822
Si -0.80290 1.17766 -2.71275
Cl 0.25199 0.44841 -0.05371
C 0.95061 1.87043 -3.06009
C -1.88284 2.34157 -1.69518
C -1.68501 0.95926 -4.34138
H 1.54465 2.06222 -2.15647
H 0.74280 2.79934 -3.57725
H 1.42300 1.14985 -3.72160
H -1.12563 0.13339 -4.83680
H -1.75888 1.83715 -5.03380
H -2.67448 0.55124 -4.10231
H -2.75901 1.79347 -1.26575
H -2.27784 2.88125 -2.60384
H -1.47022 3.06843 -0.95392
N 1.33796 -0.93659 3.90953
C 0.80699 -1.87334 4.70365
C -0.51865 -1.52969 4.92235
C -0.74177 -0.39080 4.13695
N 0.44338 0.00936 3.52958
H 2.25698 -0.99045 3.39582
H 1.36505 -2.73926 5.11284
H -1.25209 -2.04355 5.52958
H -1.69706 0.07292 3.93914